1.
80
Properties=species:S:1:pos:R:3:forces:R:3 method="wB97M-V/def2-TZVPD" charge=-1 max_force_ev_per_a=1.3
N 6.25460 -1.47621 4.67967 -0.2 0.0 0.3
C 5.30516 -0.39386 4.37829 -0.2 -0.6 0.3
N 3.99401 -0.76306 4.03952 -0.5 -0.4 -1.1
Br 3.38259 -2.22753 5.08649 -0.3 0.0 0.5
H 6.53749 -1.85701 3.80402 0.1 -0.7 -0.8
H 7.08667 -1.08156 5.06656 0.6 0.4 0.5
H 5.36339 0.33160 5.18026 0.3 0.4 1.1
H 5.64697 0.11199 3.50198 0.2 0.9 -0.9
C 1.78485 0.98163 2.55910 0.0 -0.1 -0.3
C 1.86129 1.62518 1.20167 -0.1 -0.2 0.3
O 2.67748 1.26656 0.35936 0.0 0.1 -0.3
N 0.99285 2.63021 0.91391 -0.2 -0.1 0.1
C -0.03949 3.18746 1.76561 0.1 0.3 -0.3
H 2.54239 0.20208 2.63546 0.1 0.0 0.2
H 1.97768 1.71395 3.34345 -0.1 0.0 0.1
H 0.79897 0.53570 2.70812 -0.1 0.1 0.1
H 1.10596 3.01916 -0.00785 0.0 0.1 0.0
H -1.01711 3.07455 1.29585 0.0 -0.1 0.1
H 0.14532 4.25448 1.92602 0.0 0.0 0.1
H -0.05437 2.67973 2.72035 0.0 -0.1 0.1
C -3.54369 0.28914 -0.37455 0.2 0.1 0.1
C -2.11794 0.54249 0.03724 0.0 0.0 0.0
O -1.79943 0.68076 1.21148 0.0 -0.1 0.1
N -1.17295 0.56749 -0.93476 -0.1 0.0 -0.2
C -1.33099 0.47274 -2.38381 0.2 0.1 0.3
H -4.16280 0.28492 0.51683 0.0 0.0 0.1
H -3.91450 1.04751 -1.06064 0.0 -0.1 -0.2
H -3.60187 -0.69173 -0.83999 -0.2 0.1 -0.2
H -0.23974 0.67319 -0.56551 0.1 0.1 0.0
H -0.78732 -0.40168 -2.75456 -0.1 0.0 -0.1
H -0.90284 1.36300 -2.84924 0.0 0.0 -0.1
H -2.37437 0.41622 -2.69871 0.2 -0.1 0.3
C -4.01228 0.41457 -6.41207 0.0 0.0 0.0
C -4.15173 -0.11975 -5.00424 0.0 0.2 0.0
O -4.03903 0.60294 -4.02596 -0.1 0.2 -0.1
N -4.41123 -1.43543 -4.85814 -0.1 -0.3 0.1
C -4.56303 -2.43893 -5.89256 -0.1 -0.1 0.4
H -3.80878 1.47626 -6.35536 0.0 0.1 0.1
H -3.18796 -0.07422 -6.93114 0.0 0.0 -0.1
H -4.93181 0.26223 -6.97702 0.0 -0.1 -0.1
H -4.52314 -1.72147 -3.89141 0.0 0.0 -0.1
H -5.55887 -2.88519 -5.84049 0.0 0.0 -0.1
H -3.82574 -3.23319 -5.76035 0.0 0.0 -0.1
H -4.42990 -2.00434 -6.87556 0.0 0.0 -0.1
C 3.48723 4.59398 1.44145 0.1 0.2 0.0
C 2.80845 5.89406 1.09731 0.0 -0.1 0.0
O 2.03362 6.00133 0.16114 -0.1 0.0 -0.1
N 3.08615 6.97098 1.88234 0.2 -0.1 0.2
C 3.97021 7.03584 3.03315 -0.3 0.3 -0.2
H 3.17435 3.84215 0.73770 0.0 -0.2 -0.2
H 4.57108 4.69481 1.37889 0.0 0.0 0.1
H 3.20934 4.27246 2.44568 0.1 -0.1 0.0
H 2.60225 7.80602 1.60390 -0.1 0.1 0.0
H 3.41397 7.33850 3.92218 0.0 -0.1 0.1
H 4.76410 7.76558 2.86114 0.1 0.0 0.0
H 4.42123 6.07063 3.22006 0.0 -0.1 0.0
C 4.05858 -3.41316 -0.10253 0.0 -0.1 0.0
C 2.72342 -3.84419 -0.65978 0.1 -0.1 0.0
O 2.54705 -4.94777 -1.16304 0.0 0.0 0.0
N 1.71243 -2.95196 -0.57783 0.1 0.3 0.1
C 1.74352 -1.60214 -0.02016 -0.4 -0.4 -0.2
H 4.76144 -4.22593 -0.23736 0.0 -0.1 0.0
H 4.42888 -2.53265 -0.62628 0.0 0.1 0.1
H 3.98043 -3.18342 0.96054 0.0 0.1 0.0
H 0.84722 -3.29500 -0.95445 -0.2 0.0 0.0
H 1.02929 -1.53332 0.80206 0.1 0.1 0.1
H 1.46330 -0.88350 -0.79040 0.1 0.1 0.0
H 2.72575 -1.34630 0.34897 0.1 0.0 0.1
C -5.30963 -4.77527 -0.77305 0.0 0.1 0.0
C -4.65542 -3.45115 -0.45327 0.0 0.2 -0.1
O -4.81732 -2.45685 -1.15350 -0.2 -0.4 -0.3
N -3.87373 -3.38806 0.64275 0.1 -0.2 0.2
C -3.55661 -4.44554 1.59063 0.1 0.4 -0.1
H -5.89871 -4.65684 -1.67410 0.0 0.1 -0.1
H -4.55868 -5.54676 -0.94053 0.0 -0.1 0.1
H -5.96731 -5.08676 0.03722 0.0 -0.1 0.0
H -3.46982 -2.47746 0.80112 0.1 0.0 0.1
H -3.88277 -4.16157 2.59095 0.0 -0.1 0.0
H -2.48052 -4.61431 1.61731 0.0 -0.1 0.0
H -4.04758 -5.36896 1.31252 -0.1 -0.1 0.0

2.
74
Properties=species:S:1:pos:R:3:forces:R:3 method="wB97M-V/def2-TZVPD" charge=0 max_force_ev_per_a=10.8
C 3.13767 -4.74835 3.30133 -7.4 5.1 1.9
C 2.08238 -3.87675 3.66943 8.1 -6.4 -3.0
Si 0.62216 -2.66990 4.06386 -0.9 -0.1 -1.6
C -0.98729 -3.51944 3.32373 -0.2 0.4 -0.5
C -1.47027 -2.60245 2.04719 0.4 0.1 0.0
C -2.78001 -3.17407 1.24364 0.8 0.1 -0.9
O -3.87436 -2.19584 1.34233 1.4 -0.1 -1.1
C -3.66421 -1.02891 0.47062 -0.8 1.4 -0.2
O 0.73287 -1.10192 3.27909 3.0 -1.9 1.3
Si 2.39446 -0.52724 3.16735 -1.0 2.1 -1.6
O 2.27289 1.22117 2.79042 -0.6 -3.1 -1.6
C 3.40354 -1.29683 1.70222 0.7 -0.2 -1.3
C 4.94412 -0.66694 1.57320 -0.9 -0.5 0.2
C 6.04754 -1.83501 1.19982 0.3 0.7 -0.5
C 5.65355 -2.75554 -0.09833 0.0 0.1 -0.2
O 6.45303 -4.02359 -0.05749 -2.4 0.3 -0.7
H 3.82241 -5.61559 2.87081 -1.8 2.4 1.3
H 0.56059 -2.59031 5.54626 0.2 0.2 -0.3
H -0.72900 -4.63112 3.00677 -0.8 2.3 0.8
H -1.81364 -3.43965 4.14876 1.4 -0.6 -1.6
H -1.72965 -1.52782 2.49732 0.5 -2.4 -1.3
H -0.56014 -2.49498 1.28366 -2.0 -0.1 1.7
H -2.51308 -3.30660 0.09295 -0.4 0.2 2.3
H -3.10458 -4.24101 1.62004 0.3 2.4 -0.4
H -4.30197 -1.06931 -0.53750 1.5 -0.3 2.1
H -4.09916 -0.08946 1.06480 1.1 -2.0 -1.2
H -2.54394 -0.81416 0.19309 -2.1 -0.6 0.7
H 3.11455 -0.58608 4.46228 -0.2 -0.1 -0.1
H 1.94408 1.20055 1.82285 0.6 0.4 2.0
H 2.83739 -0.99063 0.69783 1.0 -1.0 2.1
H 3.54416 -2.45672 1.76333 -0.7 2.2 -0.1
H 5.21412 -0.27054 2.64209 -0.2 -0.3 -2.2
H 4.85568 0.18252 0.75299 0.6 -1.6 1.9
H 6.26708 -2.48511 2.15236 -0.6 1.0 -2.0
H 7.05787 -1.27813 0.93354 -2.0 -1.2 0.6
H 4.52858 -3.07546 -0.14151 2.0 0.9 0.3
H 5.88727 -2.18235 -1.11838 -0.4 -1.1 2.3
H 5.79664 -4.71808 -0.38064 1.6 1.3 0.6
C 4.84779 3.63030 -0.40867 0.2 -0.1 -0.2
C 3.33615 3.46790 -0.42355 0.2 0.3 0.4
C 2.64376 4.66613 0.20607 -0.3 0.1 -0.1
O 2.98098 2.28754 0.29187 0.0 -0.2 0.0
H 5.22312 3.71186 0.61769 -0.1 0.1 -0.1
H 5.33319 2.75510 -0.85367 -0.1 0.1 0.0
H 5.15460 4.52171 -0.96466 0.0 -0.1 0.1
H 2.98959 3.34272 -1.45513 0.0 -0.2 0.2
H 2.94091 4.78441 1.25420 0.1 0.0 -0.1
H 1.55697 4.52981 0.19956 0.2 0.0 -0.1
H 2.88445 5.58858 -0.33154 0.0 -0.1 0.1
H 3.28480 2.38974 1.20901 0.0 0.0 -0.2
C -5.44573 -1.92063 -4.06052 -0.1 -0.3 0.2
C -5.06411 -0.59012 -3.43143 0.1 -0.1 -0.8
C -5.36118 0.57085 -4.36711 -0.1 0.4 0.2
O -3.67435 -0.59844 -3.11564 0.3 0.0 0.1
H -4.87492 -2.09791 -4.97905 -0.1 0.2 0.0
H -5.21492 -2.74788 -3.38082 -0.1 0.1 0.0
H -6.51300 -1.95199 -4.30096 0.1 0.0 0.0
H -5.61273 -0.45600 -2.49283 0.3 0.0 0.0
H -4.78738 0.48193 -5.29648 -0.1 -0.1 0.0
H -5.07007 1.52082 -3.90609 -0.2 -0.1 0.0
H -6.42593 0.61421 -4.61669 0.1 0.0 0.0
H -3.17935 -0.71706 -3.94318 -0.3 0.0 0.3
C -3.51774 4.51924 -0.70111 -0.2 0.1 0.3
C -3.94198 3.42761 -1.67066 0.7 0.3 -0.1
C -2.75346 2.59241 -2.11950 0.0 -0.3 -0.1
O -4.55896 4.02152 -2.80988 -0.2 0.1 -0.2
H -2.80540 5.20627 -1.17175 0.0 -0.2 0.0
H -4.38132 5.11998 -0.39624 0.1 -0.1 0.0
H -3.05334 4.09369 0.19394 0.0 0.1 -0.1
H -4.68698 2.78126 -1.19407 -0.1 0.1 -0.2
H -2.01404 3.21110 -2.64043 0.0 0.1 0.2
H -3.07189 1.81870 -2.82640 0.1 0.1 0.3
H -2.26619 2.10906 -1.26698 0.0 0.0 -0.1
H -3.90473 4.59720 -3.23941 -0.3 -0.3 0.2

3.
86
Properties=species:S:1:pos:R:3:forces:R:3 method="wB97M-V/def2-TZVPD" charge=-1 max_force_ev_per_a=1.6 de_lowest_kj_mol=0.0
As -30.26297 14.80028 8.17067 -0.5 -0.4 -0.2
F -30.39243 13.84836 9.61826 -0.4 0.0 0.3
F -29.35858 15.96799 9.04383 0.5 0.3 0.1
F -30.19568 15.68775 6.69900 0.4 0.2 -0.2
F -31.20543 13.59559 7.32261 -0.2 -0.2 0.1
F -31.69124 15.68173 8.59678 -0.3 -0.2 0.1
F -28.83507 13.89009 7.83447 0.2 0.1 -0.4
Cl -27.90230 17.28945 3.66053 0.0 0.0 0.1
C -29.64882 17.60848 3.45246 0.1 0.2 0.2
C -30.16286 18.39294 4.64901 0.1 -0.1 -0.4
Cl -31.87874 18.83765 4.33805 0.0 -0.2 0.1
H -30.15508 16.65112 3.38876 0.0 0.0 -0.2
H -29.75250 18.17050 2.53107 -0.1 0.0 -0.1
H -29.64915 19.33913 4.77008 0.2 -0.1 0.1
H -30.08674 17.77492 5.54069 -0.2 0.2 0.1
Cl -34.10937 19.00755 8.97112 -0.1 0.1 -0.2
C -33.45941 18.09461 7.57773 0.6 0.0 -0.1
C -34.16364 16.79104 7.39637 -1.0 -0.5 0.4
Cl -35.90058 17.02177 6.93001 0.2 0.1 -0.2
H -32.41391 17.90236 7.81869 0.0 -0.1 -0.1
H -33.49811 18.70345 6.68100 -0.2 0.2 0.1
H -34.24075 16.24226 8.32933 0.3 0.0 0.1
H -33.73701 16.13308 6.64720 0.3 0.2 -0.1
C -29.44065 20.14412 10.52546 0.0 0.1 0.1
C -29.39922 19.36332 9.23653 -0.5 -0.8 -0.2
C -29.55260 20.23949 8.00496 0.1 -0.1 0.1
O -28.21665 18.57223 9.16000 0.2 0.3 -0.1
H -29.39098 19.44646 11.35949 0.1 0.1 0.1
H -30.38501 20.68595 10.60063 0.0 0.1 0.0
H -28.60057 20.84076 10.56331 0.0 0.0 0.1
H -30.24812 18.66193 9.25643 0.0 0.1 -0.1
H -28.83367 21.06323 8.00618 0.0 0.0 0.0
H -30.56922 20.63650 8.01098 0.0 0.2 -0.1
H -29.40265 19.65905 7.09294 0.0 0.0 0.1
H -28.43752 17.69225 9.48098 0.0 0.0 0.0
C -29.33704 14.10908 12.57720 0.2 0.4 1.5
C -27.97233 13.82657 12.00224 0.8 0.0 -0.5
C -26.98919 13.34882 13.04054 0.4 -0.7 0.3
O -28.04628 12.87090 10.92858 -0.1 0.4 0.4
H -29.25313 14.80284 13.42872 0.2 0.3 -0.4
H -29.74217 13.23844 13.10399 -0.2 -0.3 -0.7
H -30.01054 14.56820 11.86823 -0.2 -0.3 -0.1
H -27.51312 14.72608 11.56402 -0.4 0.2 0.1
H -26.04539 13.01710 12.59793 -0.1 0.2 -0.2
H -27.35778 12.48201 13.60272 -0.2 0.2 0.0
H -26.73862 14.14707 13.74071 -0.2 0.0 0.0
H -28.64765 13.32539 10.32355 0.0 -0.6 -0.3
C -32.53449 18.66771 12.50684 -0.6 0.1 -0.2
C -32.35310 17.16392 12.43840 1.1 0.4 -0.4
C -33.47704 16.48993 11.71127 -0.4 -1.1 0.4
O -31.11144 16.95850 11.71357 -0.3 0.2 0.1
H -31.80438 19.16460 13.14029 0.1 0.0 0.0
H -33.54336 18.93853 12.83815 0.1 -0.1 0.3
H -32.47470 19.05272 11.48600 0.2 0.0 0.1
H -32.17694 16.72034 13.42356 -0.4 0.1 0.1
H -34.42452 16.54035 12.25369 0.0 0.3 0.0
H -33.25493 15.41359 11.69231 0.0 0.1 -0.3
H -33.61054 16.86020 10.69908 0.1 0.1 0.0
H -31.18731 16.15597 11.18670 0.0 0.0 -0.1
O -30.73571 8.41450 8.78142 0.3 0.3 0.0
C -30.74081 9.62780 8.64004 -0.5 -0.5 -0.3
N -30.34210 10.21538 7.47216 0.0 0.0 0.1
C -31.27534 10.55515 9.69936 0.7 0.9 -0.6
H -30.43763 11.19958 7.29153 0.2 0.1 0.3
H -29.94347 9.63396 6.75658 -0.1 -0.1 0.0
H -30.91725 11.56999 9.50707 -0.1 0.0 0.1
H -30.86713 10.26044 10.65907 -0.4 -0.2 0.2
H -32.35914 10.59664 9.62388 -0.1 -0.3 0.4
O -31.38560 13.14362 2.44934 0.2 0.0 0.1
C -31.57303 13.23254 3.64939 -0.4 -0.5 -0.3
N -31.22428 12.22987 4.51574 -0.2 0.5 -0.2
C -32.30920 14.40230 4.25442 0.6 -0.2 0.8
H -30.96483 11.34250 4.12396 0.1 0.0 0.0
H -31.49539 12.29595 5.47979 0.0 -0.1 0.1
H -33.15311 14.64488 3.62141 -0.1 0.1 0.0
H -31.63814 15.25354 4.38045 -0.1 0.0 -0.3
H -32.60336 14.14442 5.27362 -0.3 0.1 -0.1
O -24.09031 15.45195 9.11034 -0.3 -0.1 0.1
C -24.87153 14.52643 8.94166 0.1 -0.1 -0.4
N -26.12643 14.70180 8.43840 1.4 0.2 0.6
C -24.45964 13.10053 9.22994 -0.4 -0.2 0.0
H -26.74450 13.91914 8.35017 -0.5 0.3 0.0
H -26.38913 15.67354 8.41623 -0.6 -0.2 -0.3
H -25.32001 12.44190 9.37238 0.0 0.1 0.1
H -23.85211 13.11740 10.12989 0.1 -0.1 0.0
H -23.88349 12.68775 8.40226 0.2 0.2 0.0

Number 1: Kohn-Sham gap 0.1500 Eh. Number 2: Kohn-Sham gap 0.3537 Eh. Number 3: Kohn-Sham gap 0.3564 Eh.